1.
{"formula": "C27H57N3O10S8", "method": "ωB97M-V/def2-TZVPD", "largest_force_ev_per_a": 1.2, "total_energy_ev": -140544.7907, "homo_ev": -8.459, "orbital_gap_ev": 7.81, "elements": ["O", "C", "N", "C", "C", "C", "C", "C", "C", "O", "C", "C", "C", "O", "C", "C", "N", "S", "N", "C", "H", "H", "H", "H", "H", "H", "H", "H", "H", "H", "H", "H", "H", "H", "H", "C", "S", "O", "C", "H", "H", "H", "H", "H", "H", "C", "S", "O", "C", "H", "H", "H", "H", "H", "H", "C", "S", "O", "C", "H", "H", "H", "H", "H", "H", "C", "S", "O", "C", "H", "H", "H", "H", "H", "H", "C", "S", "O", "C", "H", "H", "H", "H", "H", "H", "C", "S", "O", "C", "H", "H", "H", "H", "H", "H", "C", "S", "O", "C", "H", "H", "H", "H", "H", "H"], "xyz": [[-0.447, -4.492, 0.134], [-0.732, -3.743, -0.709], [-1.114, -2.996, -1.601], [-0.071, -2.090, -2.063], [0.081, -0.846, -1.529], [-0.886, -0.400, -0.463], [-2.258, -0.035, -1.068], [-2.230, 1.083, -2.119], [-3.289, 0.891, -3.205], [-2.993, 1.613, -4.398], [1.131, 0.031, -2.036], [1.362, 1.362, -1.359], [2.729, 2.014, -1.595], [2.756, 2.849, -2.748], [1.900, -0.368, -3.087], [1.710, -1.645, -3.667], [2.385, -2.173, -4.695], [1.784, -3.632, -4.940], [0.659, -3.701, -3.783], [0.727, -2.528, -3.154], [-1.078, -1.218, 0.234], [-0.493, 0.418, 0.132], [-2.908, 0.273, -0.248], [-2.663, -0.944, -1.520], [-1.262, 1.155, -2.623], [-2.410, 2.036, -1.613], [-3.352, -0.162, -3.482], [-4.265, 1.209, -2.822], [-2.394, 2.335, -4.186], [0.585, 2.085, -1.616], [1.274, 1.212, -0.280], [3.487, 1.226, -1.635], [2.943, 2.638, -0.730], [3.028, 2.325, -3.505], [2.677, 0.261, -3.498], [3.490, 6.808, -0.440], [3.721, 5.236, 0.388], [2.473, 4.981, 1.170], [4.949, 5.832, 1.551], [2.719, 6.680, -1.199], [3.173, 7.545, 0.295], [4.420, 7.117, -0.914], [4.535, 6.665, 2.121], [5.837, 6.143, 1.002], [5.202, 5.004, 2.210], [-5.169, -6.104, -2.097], [-3.927, -4.822, -1.898], [-4.504, -3.559, -2.433], [-2.807, -5.469, -3.146], [-5.995, -5.882, -1.427], [-5.519, -6.107, -3.130], [-4.731, -7.067, -1.835], [-3.324, -5.510, -4.104], [-2.473, -6.463, -2.845], [-1.954, -4.796, -3.213], [2.192, -8.875, 1.690], [1.122, -7.961, 2.809], [0.439, -8.964, 3.665], [-0.057, -7.445, 1.557], [2.985, -9.323, 2.284], [1.615, -9.655, 1.194], [2.622, -8.190, 0.959], [-0.476, -8.326, 1.070], [0.440, -6.802, 0.833], [-0.847, -6.887, 2.054], [7.892, 2.606, 2.384], [7.503, 2.265, 0.663], [6.423, 3.207, 0.273], [6.716, 0.677, 0.961], [8.353, 3.591, 2.428], [6.974, 2.599, 2.972], [8.592, 1.857, 2.755], [5.880, 0.811, 1.647], [7.447, -0.020, 1.372], [6.354, 0.306, 0.004], [-0.964, 0.672, 4.625], [-1.212, 0.208, 2.908], [-2.234, 1.130, 2.350], [-2.045, -1.348, 3.248], [-0.491, 1.652, 4.636], [-1.929, 0.720, 5.131], [-0.312, -0.058, 5.106], [-2.930, -1.160, 3.856], [-1.359, -2.022, 3.762], [-2.341, -1.783, 2.295], [-9.426, -3.225, -0.889], [-7.772, -3.841, -0.546], [-7.728, -4.189, 0.899], [-6.941, -2.264, -0.738], [-10.121, -4.054, -0.775], [-9.670, -2.436, -0.178], [-9.465, -2.850, -1.912], [-7.373, -1.549, -0.037], [-7.049, -1.922, -1.767], [-5.885, -2.416, -0.529], [1.192, 8.424, 2.258], [2.172, 9.931, 2.269], [3.557, 9.543, 1.884], [2.167, 10.142, 4.053], [1.104, 8.086, 1.228], [1.690, 7.655, 2.850], [0.201, 8.637, 2.657], [2.604, 9.261, 4.523], [1.143, 10.294, 4.395], [2.765, 11.021, 4.285]]}

=====

2.
{"formula": "C4H13N2O", "method": "ωB97M-V/def2-TZVPD", "largest_force_ev_per_a": 4.8, "total_energy_ev": -9379.1944, "homo_ev": -14.811, "orbital_gap_ev": 11.07, "total_charge": 1, "elements": ["C", "C", "C", "N", "C", "N", "H", "H", "H", "H", "H", "H", "H", "H", "H", "H", "H", "H", "H", "O"], "xyz": [[-0.804, -2.600, 1.700], [-0.071, -1.264, 1.961], [0.581, -0.698, 0.695], [-0.107, 0.699, 0.527], [-0.352, 1.311, -0.674], [-0.564, 2.702, -0.915], [-0.139, -3.456, 1.521], [-1.524, -2.969, 2.556], [-1.440, -2.491, 0.829], [-0.708, -0.637, 2.465], [0.632, -1.607, 2.770], [1.680, -0.523, 0.647], [0.323, -1.215, -0.217], [-0.226, 1.239, 1.439], [-0.252, 0.593, -1.546], [-0.815, 3.028, -1.905], [-0.609, 3.412, -0.153], [2.181, 1.913, -3.962], [0.791, 1.054, -4.154], [1.424, 1.509, -3.584]]}